Model A:
{"formula": "C3H5IN3", "method": "ωB97M-V with the def2-TZVPD basis set", "multiplicity": 1, "total_charge": 1, "elements": ["C", "C", "C", "N", "N", "N", "I", "H", "H", "H", "H", "H"], "positions_angstrom": [[-0.892, 2.251, -0.101], [0.931, 1.190, 0.216], [-0.128, -1.165, 0.026], [0.396, 2.436, 0.128], [-1.103, 0.978, -0.209], [0.010, 0.254, -0.009], [-3.701, -0.061, -0.293], [-1.501, 3.142, -0.187], [2.007, 0.963, 0.457], [-0.454, -1.595, 0.979], [-0.574, -1.381, -0.943], [0.847, -1.531, 0.125]]}

***

Model B:
{"formula": "C3H5IN3", "method": "ωB97M-V with the def2-TZVPD basis set", "multiplicity": 1, "total_charge": 1, "elements": ["C", "C", "C", "N", "N", "N", "I", "H", "H", "H", "H", "H"], "positions_angstrom": [[0.464, 1.802, -0.202], [-1.426, 0.736, 0.034], [-0.328, -1.554, 0.120], [-0.890, 1.940, 0.050], [0.790, 0.520, -0.212], [-0.418, -0.124, 0.002], [3.815, -0.712, -0.404], [1.206, 2.549, -0.306], [-2.524, 0.505, 0.253], [-0.092, -1.728, 1.172], [-1.186, -2.209, -0.071], [0.588, -1.726, -0.434]]}

***

The structure with the least stability is model B.

***

Model A:
{"formula": "C30H80O10", "method": "ωB97M-V with the def2-TZVPD basis set", "smiles": "CC(C)O.CC(C)O.CC(C)O.CC(C)O.CC(C)O.CC(C)O.CC(C)O.CC(C)O.CC(C)O.CC(C)O", "multiplicity": 1, "elements": ["C", "C", "C", "O", "H", "H", "H", "H", "H", "H", "H", "H", "C", "C", "C", "O", "H", "H", "H", "H", "H", "H", "H", "H", "C", "C", "C", "O", "H", "H", "H", "H", "H", "H", "H", "H", "C", "C", "C", "O", "H", "H", "H", "H", "H", "H", "H", "H", "C", "C", "C", "O", "H", "H", "H", "H", "H", "H", "H", "H", "C", "C", "C", "O", "H", "H", "H", "H", "H", "H", "H", "H", "C", "C", "C", "O", "H", "H", "H", "H", "H", "H", "H", "H", "C", "C", "C", "O", "H", "H", "H", "H", "H", "H", "H", "H", "C", "C", "C", "O", "H", "H", "H", "H", "H", "H", "H", "H", "C", "C", "C", "O", "H", "H", "H", "H", "H", "H", "H", "H"], "positions_angstrom": [[-13.129, 21.153, 20.690], [-13.852, 22.391, 20.218], [-13.357, 22.882, 18.878], [-15.180, 21.999, 19.929], [-12.055, 21.281, 20.551], [-13.463, 20.303, 20.096], [-13.245, 20.919, 21.748], [-13.852, 23.257, 20.880], [-12.418, 23.406, 19.055], [-14.016, 23.677, 18.530], [-13.354, 22.183, 18.042], [-15.598, 22.764, 19.527], [-15.639, 12.730, 21.772], [-15.304, 13.566, 20.507], [-13.885, 13.191, 20.033], [-16.074, 13.142, 19.478], [-15.530, 11.672, 21.537], [-16.670, 12.873, 22.095], [-15.041, 12.999, 22.644], [-15.405, 14.643, 20.644], [-13.863, 12.178, 19.630], [-13.226, 13.158, 20.900], [-13.433, 13.952, 19.397], [-15.655, 13.444, 18.669], [-13.438, 16.151, 12.325], [-12.920, 17.370, 13.092], [-12.824, 18.621, 12.234], [-13.783, 17.670, 14.203], [-12.841, 16.008, 11.424], [-14.464, 16.284, 11.982], [-13.358, 15.252, 12.936], [-11.938, 17.100, 13.480], [-13.784, 18.853, 11.774], [-12.050, 18.465, 11.483], [-12.438, 19.537, 12.683], [-14.531, 18.078, 13.760], [-10.355, 19.965, 18.086], [-9.677, 20.529, 16.877], [-9.385, 22.049, 16.924], [-8.429, 19.913, 16.590], [-9.636, 20.004, 18.905], [-10.620, 18.924, 17.900], [-11.278, 20.467, 18.375], [-10.261, 20.405, 15.965], [-10.223, 22.736, 17.040], [-8.796, 22.348, 16.057], [-8.770, 22.277, 17.794], [-8.290, 19.159, 17.168], [-14.399, 16.432, 23.076], [-13.249, 16.278, 24.079], [-12.242, 15.199, 23.721], [-12.630, 17.461, 24.180], [-15.081, 17.254, 23.292], [-15.030, 15.544, 23.085], [-14.048, 16.550, 22.051], [-13.643, 16.058, 25.071], [-12.755, 14.238, 23.744], [-11.387, 15.109, 24.391], [-11.852, 15.409, 22.724], [-13.281, 18.152, 24.039], [-17.341, 17.958, 22.126], [-17.113, 19.303, 21.356], [-18.171, 20.357, 21.558], [-15.955, 19.910, 21.734], [-17.207, 18.062, 23.203], [-16.719, 17.151, 21.739], [-18.359, 17.621, 21.929], [-17.028, 19.013, 20.309], [-18.101, 20.862, 22.522], [-19.142, 19.937, 21.296], [-18.032, 21.178, 20.854], [-15.866, 20.708, 21.208], [-13.184, 24.047, 13.199], [-12.507, 22.780, 13.372], [-12.851, 21.930, 14.573], [-12.852, 22.028, 12.265], [-14.256, 23.856, 13.152], [-12.849, 24.626, 12.339], [-12.953, 24.796, 13.956], [-11.419, 22.835, 13.423], [-12.687, 22.499, 15.488], [-12.130, 21.127, 14.732], [-13.852, 21.500, 14.618], [-12.176, 22.208, 11.608], [-17.869, 20.162, 13.963], [-16.930, 19.029, 14.270], [-17.659, 17.882, 14.943], [-16.405, 18.580, 13.028], [-18.473, 20.511, 14.800], [-18.552, 19.970, 13.135], [-17.257, 21.018, 13.678], [-16.071, 19.411, 14.821], [-17.070, 16.965, 14.930], [-18.588, 17.624, 14.435], [-17.999, 18.195, 15.930], [-16.236, 19.352, 12.483], [-14.466, 17.458, 19.038], [-14.717, 17.881, 17.553], [-13.709, 18.973, 17.136], [-14.537, 16.698, 16.787], [-14.670, 18.343, 19.640], [-13.403, 17.311, 19.228], [-15.187, 16.699, 19.344], [-15.713, 18.310, 17.440], [-14.028, 19.520, 16.250], [-12.762, 18.476, 16.926], [-13.655, 19.698, 17.948], [-14.203, 16.972, 15.930], [-14.576, 12.060, 16.110], [-14.685, 13.537, 15.956], [-15.972, 14.052, 15.206], [-14.889, 14.109, 17.238], [-14.545, 11.574, 15.136], [-15.419, 11.641, 16.659], [-13.727, 11.765, 16.727], [-13.829, 14.009, 15.472], [-16.872, 13.483, 15.437], [-15.862, 13.772, 14.159], [-16.227, 15.108, 15.285], [-14.841, 15.063, 17.145]]}

***

Model B:
{"formula": "C30H80O10", "method": "ωB97M-V with the def2-TZVPD basis set", "smiles": "CC(C)O.CC(C)O.CC(C)O.CC(C)O.CC(C)O.CC(C)O.CC(C)O.CC(C)O.CC(C)O.CC(C)O", "multiplicity": 1, "elements": ["C", "C", "C", "O", "H", "H", "H", "H", "H", "H", "H", "H", "C", "C", "C", "O", "H", "H", "H", "H", "H", "H", "H", "H", "C", "C", "C", "O", "H", "H", "H", "H", "H", "H", "H", "H", "C", "C", "C", "O", "H", "H", "H", "H", "H", "H", "H", "H", "C", "C", "C", "O", "H", "H", "H", "H", "H", "H", "H", "H", "C", "C", "C", "O", "H", "H", "H", "H", "H", "H", "H", "H", "C", "C", "C", "O", "H", "H", "H", "H", "H", "H", "H", "H", "C", "C", "C", "O", "H", "H", "H", "H", "H", "H", "H", "H", "C", "C", "C", "O", "H", "H", "H", "H", "H", "H", "H", "H", "C", "C", "C", "O", "H", "H", "H", "H", "H", "H", "H", "H"], "positions_angstrom": [[-4.242, 3.447, -3.233], [-4.065, 1.958, -3.344], [-2.583, 1.598, -3.074], [-4.968, 1.263, -2.516], [-5.291, 3.713, -3.529], [-3.574, 4.012, -3.887], [-4.052, 3.782, -2.191], [-4.339, 1.643, -4.356], [-2.374, 0.529, -2.965], [-2.262, 2.166, -2.253], [-2.002, 1.916, -3.908], [-4.735, 1.534, -1.604], [-4.658, 1.946, 2.568], [-4.056, 3.217, 3.088], [-2.558, 3.177, 3.358], [-4.275, 4.253, 2.032], [-5.716, 2.045, 2.520], [-4.418, 1.062, 3.138], [-4.214, 1.908, 1.553], [-4.566, 3.664, 3.967], [-2.147, 4.152, 3.662], [-2.147, 2.895, 2.378], [-2.311, 2.420, 4.100], [-4.053, 5.079, 2.480], [1.544, 3.510, 2.028], [2.367, 3.316, 0.729], [3.628, 2.525, 1.085], [1.706, 2.483, -0.280], [2.212, 4.071, 2.736], [1.269, 2.576, 2.462], [0.620, 4.136, 1.902], [2.515, 4.305, 0.190], [4.368, 2.501, 0.283], [3.280, 1.486, 1.164], [4.162, 2.881, 1.975], [1.375, 3.145, -0.962], [1.259, 1.614, -5.056], [1.717, 0.567, -4.048], [1.107, -0.797, -4.230], [3.103, 0.424, -4.232], [1.562, 1.263, -6.059], [1.886, 2.445, -4.854], [0.224, 1.974, -5.100], [1.483, 0.971, -3.026], [1.496, -1.440, -3.414], [1.324, -1.311, -5.182], [-0.005, -0.760, -4.136], [3.560, 0.453, -3.397], [2.806, -3.721, 3.041], [1.865, -4.573, 2.243], [1.340, -5.754, 3.091], [0.700, -3.763, 1.884], [2.269, -3.186, 3.839], [3.264, -2.983, 2.384], [3.625, -4.355, 3.440], [2.426, -4.834, 1.345], [2.074, -6.590, 3.074], [0.367, -6.035, 2.654], [1.218, -5.345, 4.102], [0.016, -4.210, 1.335], [-1.094, -5.222, -2.164], [-1.020, -5.823, -0.764], [0.381, -6.243, -0.354], [-1.500, -4.835, 0.212], [-1.071, -5.963, -2.988], [-0.282, -4.485, -2.203], [-1.960, -4.574, -2.224], [-1.726, -6.631, -0.799], [0.934, -6.864, -1.106], [0.362, -6.816, 0.550], [0.990, -5.350, -0.299], [-2.343, -4.470, -0.040], [-1.474, -1.150, 5.827], [-1.002, -2.582, 5.587], [-1.981, -3.322, 4.653], [0.292, -2.636, 4.935], [-0.836, -0.557, 6.475], [-2.470, -1.174, 6.201], [-1.488, -0.680, 4.822], [-0.883, -3.135, 6.507], [-1.655, -4.358, 4.423], [-1.964, -2.759, 3.731], [-3.049, -3.286, 5.003], [0.162, -2.774, 4.001], [-0.026, 5.925, -3.564], [0.068, 5.366, -2.178], [-1.260, 4.875, -1.690], [0.927, 4.229, -2.239], [0.907, 6.275, -4.017], [-0.698, 6.758, -3.504], [-0.459, 5.118, -4.137], [0.485, 6.071, -1.489], [-1.943, 5.707, -1.526], [-1.029, 4.347, -0.803], [-1.680, 4.113, -2.316], [1.791, 4.455, -2.578], [4.101, -0.264, -1.299], [3.956, -1.717, -1.634], [5.157, -2.612, -1.523], [2.727, -2.256, -0.987], [3.218, 0.309, -1.500], [4.857, 0.177, -1.933], [4.229, -0.055, -0.245], [3.640, -1.691, -2.671], [5.885, -2.357, -2.321], [4.847, -3.648, -1.605], [5.724, -2.456, -0.624], [2.655, -2.108, -0.032], [-0.127, -0.281, -0.814], [-0.779, 0.232, 0.467], [-0.135, -0.256, 1.722], [-0.876, 1.701, 0.480], [0.762, 0.344, -1.048], [-0.844, -0.307, -1.593], [0.201, -1.280, -0.746], [-1.823, -0.120, 0.547], [0.857, 0.144, 1.877], [-0.035, -1.382, 1.660], [-0.748, -0.065, 2.627], [0.013, 2.030, 0.258]]}

***

The structure with the least stability is model A.

***

Model A:
{"formula": "C20H24N4O3S", "method": "ωB97M-V with the def2-TZVPD basis set", "smiles": "CNC(=O)[C@H](Cc1c[nH]c2ccccc12)NC(C)=O.CC(=O)Nc1cccs1", "multiplicity": 1, "elements": ["O", "O", "O", "S", "C", "C", "C", "C", "C", "C", "C", "C", "C", "C", "C", "C", "C", "C", "C", "N", "N", "N", "N", "C", "C", "C", "C", "C", "H", "H", "H", "H", "H", "H", "H", "H", "H", "H", "H", "H", "H", "H", "H", "H", "H", "H", "H", "H", "H", "H", "H", "H"], "positions_angstrom": [[4.884, -0.704, 1.528], [-1.820, -0.716, -3.703], [-2.090, 3.788, -2.367], [4.903, -3.595, 0.580], [4.257, -0.329, 0.551], [-2.123, -0.206, -2.635], [-2.179, 3.253, -1.271], [4.955, -4.925, -0.565], [4.512, -4.553, -1.807], [4.115, -3.152, -1.858], [4.280, -2.503, -0.659], [0.296, -0.761, 0.192], [-0.465, 0.323, 0.469], [-3.004, -0.048, 3.368], [-2.701, -1.384, 3.687], [-2.309, 0.612, 2.338], [-1.695, -2.067, 2.980], [-1.302, -0.050, 1.603], [-1.011, -1.400, 1.954], [3.962, -1.149, -0.526], [-0.008, -1.773, 1.084], [-2.582, 3.929, -0.186], [-1.716, 1.030, -2.348], [3.798, 1.117, 0.505], [-2.981, -0.985, -1.657], [-2.934, 5.349, -0.191], [-0.516, 1.606, -0.289], [-1.827, 1.768, -1.079], [5.302, -5.922, -0.311], [4.466, -5.228, -2.658], [3.742, -2.676, -2.759], [1.002, -0.834, -0.624], [-3.774, 0.471, 3.921], [-3.239, -1.885, 4.480], [-2.551, 1.636, 2.107], [-1.453, -3.091, 3.221], [3.552, -0.691, -1.331], [0.446, -2.677, 1.076], [-2.631, 3.435, 0.689], [-1.263, 1.517, -3.108], [4.102, 1.638, 1.418], [2.710, 1.165, 0.424], [4.246, 1.625, -0.352], [-3.262, -1.932, -2.117], [-2.422, -1.185, -0.748], [-3.880, -0.417, -1.428], [-2.146, 5.924, -0.681], [-3.057, 5.716, 0.830], [-3.864, 5.499, -0.743], [0.338, 1.679, -0.964], [-0.428, 2.411, 0.441], [-2.636, 1.345, -0.486]]}

***

Model B:
{"formula": "C20H24N4O3S", "method": "ωB97M-V with the def2-TZVPD basis set", "smiles": "CC(=O)c1ccc(NC(=O)C[C@@H]2S/C(=N\\N=C3CCCCCC3)NC2=O)cc1", "multiplicity": 1, "elements": ["C", "C", "O", "C", "C", "C", "C", "C", "C", "H", "H", "N", "C", "O", "C", "C", "C", "O", "N", "C", "N", "N", "C", "C", "H", "H", "C", "C", "C", "C", "C", "H", "H", "H", "H", "H", "H", "H", "H", "H", "H", "S", "H", "H", "H", "H", "H", "H", "H", "H", "H", "H"], "positions_angstrom": [[5.375, 1.802, 0.845], [5.158, 0.596, 1.725], [6.088, -0.038, 2.174], [3.754, 0.218, 2.020], [3.536, -0.873, 2.865], [2.261, -1.280, 3.182], [1.157, -0.603, 2.661], [1.363, 0.489, 1.820], [2.646, 0.889, 1.505], [2.773, 1.737, 0.851], [0.516, 1.020, 1.421], [-0.113, -1.068, 3.008], [-1.328, -0.602, 2.607], [-1.492, 0.346, 1.873], [-2.493, -1.402, 3.181], [-3.734, -1.241, 2.302], [-4.182, 0.220, 2.274], [-4.501, 0.831, 3.262], [-4.195, 0.705, 1.010], [-3.664, -0.060, -0.007], [-3.430, 0.404, -1.148], [-3.027, -0.279, -2.208], [-1.822, -0.570, -2.473], [-1.566, -1.258, -3.777], [-1.440, -2.328, -3.585], [-2.454, -1.138, -4.398], [-0.329, -0.728, -4.508], [-0.208, 0.799, -4.465], [0.569, 1.310, -3.250], [-0.188, 1.216, -1.928], [-0.657, -0.207, -1.597], [0.160, -0.916, -1.730], [-0.972, -0.230, -0.551], [-1.062, 1.871, -1.955], [0.465, 1.567, -1.126], [1.506, 0.751, -3.169], [0.830, 2.358, -3.417], [0.319, 1.134, -5.362], [-1.203, 1.246, -4.480], [0.576, -1.168, -4.086], [-0.391, -1.058, -5.547], [-3.416, -1.736, 0.581], [-4.371, 1.685, 0.838], [-4.545, -1.858, 2.697], [-2.725, -1.002, 4.174], [-2.233, -2.458, 3.271], [-0.108, -1.864, 3.632], [2.109, -2.127, 3.837], [4.396, -1.391, 3.263], [4.920, 2.682, 1.295], [6.443, 1.970, 0.727], [4.928, 1.638, -0.133]]}

***

The structure with the least stability is model B.

***

Model A:
{"formula": "C4H9N5", "method": "ωB97M-V with the def2-TZVPD basis set", "smiles": "[H]/N=C\\N/N=C\\C/C=N/N", "multiplicity": 1, "elements": ["C", "C", "C", "C", "H", "H", "H", "H", "H", "H", "H", "H", "H", "N", "N", "N", "N", "N"], "positions_angstrom": [[-1.837, -0.199, 0.018], [-1.199, -1.421, 0.570], [0.017, -1.887, -0.355], [2.737, 0.243, -0.017], [-2.208, 2.140, -1.180], [-1.034, 2.835, -0.136], [-2.463, -0.438, -0.827], [-1.953, -2.202, 0.532], [-0.947, -1.149, 1.575], [-0.225, -2.786, -0.887], [0.614, 0.329, 0.555], [3.537, -0.677, -0.193], [2.340, 2.197, 0.341], [-1.850, 2.169, -0.238], [-1.361, 0.976, 0.287], [1.176, -1.353, -0.431], [1.480, -0.261, 0.288], [3.175, 1.485, 0.097]]}

***

Model B:
{"formula": "C4H9N5", "method": "ωB97M-V with the def2-TZVPD basis set", "smiles": "[H]/N=C\\N(/C=N\\[H])C/C=N/N", "multiplicity": 1, "elements": ["C", "C", "C", "C", "H", "H", "H", "H", "H", "H", "H", "H", "H", "N", "N", "N", "N", "N"], "positions_angstrom": [[1.297, 0.031, -0.185], [0.085, -0.058, 0.635], [-2.103, -1.065, -0.068], [-1.700, 1.267, -0.354], [4.301, -0.361, 0.228], [3.450, -0.577, -1.234], [1.413, 0.406, -1.190], [0.066, 0.713, 1.409], [0.180, -1.064, 1.132], [-3.208, -0.776, -0.247], [-0.718, -2.428, 0.022], [-2.640, 1.199, -0.937], [-0.382, 2.324, 0.627], [3.564, -0.013, -0.350], [2.419, -0.211, 0.378], [-1.263, 0.029, 0.056], [-1.735, -2.257, -0.122], [-1.261, 2.383, 0.041]]}

***

The structure with the least stability is model A.